1.
C6H14N3O3 | wB97M-V/def2-TZVPD

Geometry as XYZ:
```
26
Properties=species:S:1:pos:R:3:forces:R:3:nbo_charge:R:1
C 0.450 2.789 -1.945 0.6 0.5 -0.9 0.86
C -0.608 -0.190 -1.401 3.0 0.3 0.8 0.82
C -1.584 -0.179 -2.521 -0.3 4.2 0.7 -0.72
C 1.338 -1.397 2.302 -0.9 -1.1 -4.3 -0.39
C -1.047 -1.613 1.571 0.7 -1.2 -0.9 -0.42
C -0.096 0.420 0.951 0.8 -0.2 1.3 0.16
N 0.096 3.060 -0.840 -2.1 0.7 2.7 -0.83
N 1.221 0.976 0.598 3.0 -0.9 -1.9 -0.79
N 0.317 -1.028 1.188 -2.2 -0.9 1.2 -0.45
O 0.979 2.586 -2.928 0.8 -0.7 -2.3 -0.44
O 0.537 -0.681 -1.493 -2.0 0.3 -0.2 -0.67
O -0.923 0.458 -0.238 -0.4 -0.5 -0.8 -0.54
H -2.595 -0.257 -2.184 -0.6 -0.4 0.2 0.26
H -1.258 -0.887 -3.177 0.5 -2.0 -1.9 0.26
H -1.581 0.858 -3.106 0.4 -2.0 1.4 0.27
H 1.101 -2.426 2.461 0.1 -0.7 0.4 0.24
H 2.264 -1.386 1.749 0.8 0.4 0.7 0.21
H 1.218 -0.879 3.175 -0.2 1.8 1.9 0.24
H -1.142 -2.692 1.476 0.7 -0.2 0.2 0.22
H -1.467 -1.282 2.494 0.7 0.4 1.0 0.25
H -1.727 -1.235 0.881 -1.1 0.6 -1.3 0.23
H 1.023 1.937 0.257 0.5 -0.1 -0.1 0.48
H -0.910 3.088 -0.644 0.6 0.1 0.2 0.44
H 1.717 0.362 -0.171 -1.2 1.7 0.7 0.41
H 1.995 0.950 1.298 -1.5 0.5 0.2 0.44
H 0.682 -1.350 0.248 -0.6 -0.5 1.0 0.45
```
Forces are in eV/Å.

E_tot	-626.6584	Eh
orbital gap	9.229	eV
energy relative to the best compared isomer or geometry (same formula, charge and spin)	3.288	eV
charge	+1
largest force on an atom	4.6	eV/Å
LUMO energy	-0.10727	hartree

2.
C45H60N10NiO2SbSi3 | wB97M-V/def2-TZVPD

Geometry as XYZ:
```
122
Properties=species:S:1:pos:R:3:forces:R:3:mulliken_charge:R:1
Ni 0.400 -0.049 0.176 0.4 -0.5 1.3 0.68
C 1.199 -2.370 4.300 0.0 0.0 0.1 -1.73
Sb 1.645 -1.731 2.236 0.1 0.0 -0.3 0.60
C 0.300 -0.123 2.437 -0.2 0.2 -0.1 -0.27
C -1.034 -0.238 2.941 0.0 0.1 0.0 -0.61
C -1.819 -1.433 2.943 0.0 0.1 0.0 0.45
C -3.127 -1.421 3.356 0.0 0.0 0.0 -0.84
C -3.698 -0.236 3.839 0.0 0.0 0.0 -0.95
C -2.864 0.869 3.892 0.1 0.0 -0.1 -1.00
N -1.609 0.899 3.457 0.0 -0.2 0.0 -0.22
Si 1.166 1.406 3.041 -0.1 0.0 -0.1 0.86
C 1.075 1.537 4.936 0.0 0.0 0.1 -1.43
C 3.030 1.423 2.720 0.1 0.1 0.0 -1.11
C 0.626 3.048 2.301 0.1 0.1 0.0 -0.56
C 0.731 -3.434 1.010 0.0 -0.1 0.0 2.40
C -0.610 -3.068 0.453 0.0 0.1 0.1 -2.17
C -1.635 -4.023 0.341 0.0 0.0 0.0 -0.41
C -2.884 -3.681 -0.128 0.0 -0.1 0.0 -1.50
C -3.104 -2.371 -0.516 0.0 0.1 0.0 -1.56
C -2.043 -1.490 -0.434 0.1 -0.2 -0.1 -1.17
N -0.824 -1.802 0.034 -0.2 0.2 -0.2 1.81
Si 1.846 -3.793 -0.505 -0.1 0.0 0.0 0.56
C 2.216 -2.345 -1.624 0.1 0.0 -0.1 -0.05
C 1.012 -5.070 -1.625 -0.1 0.0 -0.1 -1.33
C 3.494 -4.529 0.017 0.1 0.0 0.0 -1.24
Si 0.745 -4.953 2.146 0.0 0.1 0.0 0.76
C 0.582 -6.659 1.338 0.0 -0.1 -0.1 -1.41
C -0.665 -4.942 3.389 -0.1 -0.1 0.1 -1.17
C 2.386 -5.155 3.050 0.1 -0.1 0.1 -1.28
H 1.771 -1.623 4.860 0.0 0.0 0.0 0.49
H 1.513 -3.359 4.629 0.0 0.0 0.0 0.57
H 0.147 -2.214 4.535 0.0 0.0 0.0 0.35
H -1.373 -2.359 2.612 0.0 0.0 0.0 0.65
H -3.705 -2.339 3.321 0.0 0.0 0.0 0.47
H -4.718 -0.188 4.198 0.0 0.0 0.0 0.43
H -3.234 1.804 4.315 0.0 0.0 0.0 0.69
H 1.973 1.097 5.385 -0.1 0.0 0.0 0.32
H 0.200 1.029 5.342 0.0 0.0 0.0 0.26
H 1.031 2.587 5.252 0.0 -0.1 0.0 0.35
H 3.547 0.473 2.874 0.0 0.0 0.0 0.33
H 3.464 2.151 3.418 0.0 0.0 -0.1 0.44
H 3.247 1.759 1.705 0.0 0.0 0.1 0.12
H -0.436 3.253 2.447 0.0 0.0 0.0 0.12
H 0.849 3.047 1.230 0.0 0.0 0.0 -0.25
H 1.207 3.854 2.771 -0.1 0.0 0.0 0.49
H -1.439 -5.045 0.628 0.0 0.0 0.0 0.23
H -3.667 -4.427 -0.192 0.0 0.0 0.0 0.39
H -4.063 -2.033 -0.886 0.0 0.0 0.0 0.63
H -2.148 -0.477 -0.778 0.0 0.0 0.0 0.80
H 1.664 -1.434 -1.363 0.0 -0.1 0.0 -1.00
H 1.976 -2.619 -2.659 0.0 0.0 0.1 0.37
H 3.282 -2.106 -1.581 0.0 0.0 0.0 0.37
H -0.051 -4.858 -1.777 0.1 0.0 0.0 0.29
H 1.102 -6.094 -1.268 0.0 0.0 0.0 0.35
H 1.497 -5.013 -2.605 0.0 0.0 0.0 0.51
H 3.990 -3.907 0.767 0.0 0.0 0.0 0.24
H 4.133 -4.548 -0.874 0.0 0.0 0.0 0.46
H 3.425 -5.550 0.398 0.0 0.1 0.0 0.29
H -0.271 -6.794 0.672 0.0 0.0 0.0 0.39
H 0.477 -7.376 2.162 0.0 0.0 -0.1 0.40
H 1.484 -6.934 0.785 0.0 0.0 0.0 0.28
H -1.633 -5.106 2.907 0.1 0.0 0.0 0.28
H -0.731 -4.031 3.979 0.0 0.0 0.0 0.33
H -0.497 -5.777 4.080 0.0 0.0 0.0 0.54
H 3.074 -5.757 2.455 0.0 0.0 0.1 0.35
H 2.186 -5.708 3.975 0.0 0.1 0.0 0.45
H 2.897 -4.231 3.318 0.0 0.0 -0.1 0.30
C -0.977 1.236 -5.929 -0.1 0.0 0.1 -1.00
N -0.754 0.375 -4.790 0.0 0.0 0.0 0.90
C -0.525 0.715 -3.504 0.0 0.0 0.0 -0.70
N -0.564 -0.347 -2.741 -0.2 -0.3 -0.3 0.23
C -0.828 -1.345 -3.624 0.0 0.1 -0.1 -0.77
N -0.959 -0.960 -4.881 0.0 0.1 0.2 -1.03
C -2.426 1.210 -6.362 0.0 0.0 0.1 0.86
C -2.774 1.020 -7.687 0.0 0.0 -0.1 -0.80
C -4.111 0.973 -8.064 -0.1 0.0 0.0 -0.68
C -5.109 1.097 -7.114 0.0 0.0 -0.2 -0.92
C -4.762 1.280 -5.779 -0.2 0.0 0.2 0.01
C -3.430 1.344 -5.408 0.2 0.0 0.0 -0.31
C -5.819 1.362 -4.766 0.2 0.0 -0.2 0.64
N -7.084 1.187 -4.906 -0.2 0.0 0.0 -0.52
N -7.643 1.340 -3.642 -0.2 0.0 -0.1 -0.53
C -6.670 1.595 -2.843 0.0 0.1 0.3 0.58
O -5.480 1.629 -3.485 0.3 0.0 0.1 -0.19
C -6.707 1.843 -1.398 0.0 -0.1 -0.2 0.00
C -7.895 1.640 -0.707 -0.2 -0.1 0.1 -0.94
C -7.933 1.861 0.660 -0.1 0.0 -0.1 -0.74
C -6.798 2.294 1.331 0.0 0.0 0.1 -0.82
C -5.615 2.518 0.642 0.1 0.0 -0.1 0.92
C -4.405 3.074 1.360 0.0 0.0 -0.1 -1.36
N -3.158 2.670 0.755 0.0 0.1 0.1 1.44
C -2.591 1.456 0.733 0.0 0.1 0.1 -1.05
N -1.448 1.506 0.087 0.0 0.1 -0.2 0.76
C -1.361 2.809 -0.290 0.0 0.0 0.0 -1.33
N -2.374 3.560 0.090 0.0 -0.2 0.0 -1.16
C -5.573 2.277 -0.728 0.1 0.1 0.1 0.15
H -0.327 0.935 -6.749 0.0 -0.1 0.0 0.43
H -0.686 2.242 -5.622 0.0 0.0 0.0 0.23
H -0.311 1.720 -3.171 0.0 0.0 0.0 0.46
H -0.918 -2.382 -3.331 0.0 0.1 0.0 0.62
H -1.996 0.889 -8.431 0.0 0.0 0.0 0.38
H -4.372 0.821 -9.103 0.0 0.0 0.0 0.39
H -6.155 1.042 -7.384 0.0 0.0 0.0 0.52
H -3.168 1.460 -4.362 0.0 0.0 0.0 0.80
H -8.769 1.299 -1.246 0.0 0.0 0.0 0.50
H -8.849 1.687 1.209 0.0 0.0 0.0 0.39
H -6.831 2.454 2.403 0.0 0.0 0.0 0.44
H -4.410 2.782 2.411 0.0 -0.1 0.0 0.20
H -4.418 4.162 1.312 0.0 0.0 0.0 0.31
H -3.031 0.587 1.203 0.0 0.1 0.0 0.57
H -0.505 3.185 -0.828 -0.1 0.0 0.0 0.58
H -4.648 2.437 -1.271 0.0 0.0 0.0 0.74
C 2.385 2.857 -1.816 0.1 0.2 0.0 -1.19
O 1.393 1.965 -1.366 0.2 -0.3 0.2 0.47
C 1.736 0.791 -0.600 -0.5 0.6 -0.4 1.42
C 3.225 0.583 -0.602 0.2 -0.1 -0.1 -2.15
H 2.947 3.317 -0.996 0.0 0.0 0.0 0.34
H 1.873 3.659 -2.355 0.0 0.0 0.0 0.20
H 3.103 2.392 -2.500 0.0 0.0 0.0 0.34
H 3.563 0.303 -1.611 0.0 0.0 0.0 0.43
H 3.467 -0.245 0.063 0.0 0.0 0.0 0.15
H 3.821 1.449 -0.289 -0.1 0.0 0.0 0.59
```
Forces are in eV/Å.

E_tot	-5065.8652	Eh
orbital gap (spin up / spin down)	4.584 / 4.585	eV
energy relative to the best compared isomer or geometry (same formula, charge and spin)	0.000	eV
charge	-1
largest force on an atom	1.5	eV/Å
LUMO energy (spin up / spin down)	0.06272 / 0.06272	hartree

3.
C23H33FLuNO2P2 | wB97M-V/def2-TZVPD

Geometry as XYZ:
```
63
Properties=species:S:1:pos:R:3:forces:R:3:nbo_charge:R:1
C -0.186 1.293 -4.043 -0.3 0.0 -0.2 -0.27
C 0.215 0.752 -2.817 -0.2 0.2 0.6 0.29
N -0.454 1.099 -1.670 -0.1 0.3 -1.0 -0.60
C -1.537 1.918 -1.732 0.3 -0.2 -0.2 0.27
C -1.993 2.418 -2.944 -0.1 0.2 0.1 -0.28
C -1.307 2.115 -4.118 0.3 -0.2 0.2 -0.13
C 1.415 -0.144 -2.766 0.1 0.0 0.0 -0.88
P 1.435 -1.424 -1.437 0.3 0.2 -1.0 0.81
Lu 0.207 0.116 0.365 0.0 -1.6 1.7 1.69
P -1.362 2.161 1.130 -0.7 0.4 -0.3 0.83
C -2.308 2.282 -0.466 -0.1 0.1 0.1 -0.74
C 1.304 -0.694 2.345 -1.3 0.9 -2.3 -0.51
C 1.253 -2.038 2.653 0.9 -0.6 1.7 -0.26
C 1.846 -2.478 3.858 -0.2 0.1 -0.4 -0.22
C 2.478 -1.558 4.708 -0.1 0.1 -0.3 -0.25
C 2.522 -0.200 4.363 -0.3 0.1 -0.5 -0.21
C 1.913 0.237 3.163 0.8 -0.7 1.7 -0.26
O 3.645 1.160 -2.502 1.5 1.3 1.0 -0.95
O 3.706 1.059 -0.017 -0.3 0.2 0.4 -1.04
H 0.389 1.020 -4.925 -0.2 0.1 0.1 0.22
H -2.880 3.051 -2.933 0.3 -0.1 -0.2 0.22
H -1.641 2.515 -5.074 0.1 -0.1 0.2 0.22
C 0.679 -2.883 -2.218 -0.2 -0.3 0.0 -0.92
C 3.177 -1.918 -1.318 0.3 -0.1 0.0 -0.93
H -2.654 3.325 -0.547 0.0 -0.3 -0.1 0.24
H -3.206 1.642 -0.378 0.4 0.1 -0.1 0.27
H 2.504 0.566 -2.671 -1.9 -1.1 -0.1 0.40
H 1.489 -0.693 -3.716 0.1 0.3 0.0 0.23
C -2.674 1.926 2.371 -0.1 0.1 0.1 -0.93
C -0.877 3.902 1.377 0.2 0.1 0.2 -0.93
H 0.769 -2.766 1.992 0.1 0.2 0.2 0.20
H 1.808 -3.533 4.126 0.1 0.1 0.1 0.20
H 2.937 -1.899 5.637 -0.1 0.1 -0.2 0.21
H 3.020 0.519 5.010 0.0 -0.2 0.0 0.20
H 1.931 1.296 2.891 0.1 -0.2 0.1 0.20
H 2.679 1.220 0.296 0.6 0.1 -0.1 0.44
H 4.198 0.695 0.726 0.0 0.0 -0.1 0.50
H 3.807 1.167 -1.430 -0.1 0.0 -1.3 0.53
H 3.640 2.081 -2.824 0.1 -0.6 0.3 0.49
H 1.572 1.470 0.526 0.4 1.0 -0.2 -0.55
H 1.303 -3.227 -3.058 -0.2 0.1 0.2 0.23
H 0.602 -3.681 -1.465 0.0 0.1 -0.3 0.25
H -0.333 -2.651 -2.579 0.3 0.0 0.2 0.25
H 3.526 -2.327 -2.277 0.0 0.1 0.2 0.23
H 3.796 -1.063 -1.019 -0.3 -0.3 -0.1 0.27
H 3.262 -2.690 -0.543 0.0 0.1 -0.2 0.25
H -1.760 4.537 1.539 0.2 -0.1 -0.1 0.23
H -0.219 3.952 2.257 -0.2 0.1 -0.3 0.25
H -0.317 4.256 0.501 -0.1 -0.1 0.3 0.25
H -3.343 2.797 2.407 0.1 -0.3 0.0 0.23
H -3.246 1.016 2.149 0.2 0.2 0.0 0.26
H -2.185 1.797 3.346 -0.2 0.1 -0.2 0.25
F -5.200 -3.541 0.407 0.5 0.4 -0.1 -0.36
C -4.065 -2.766 0.367 -0.2 -0.2 0.4 0.43
C -3.670 -2.226 -0.843 0.5 0.4 -0.3 -0.32
C -2.499 -1.435 -0.868 -1.3 -0.9 0.3 -0.23
C -1.783 -1.208 0.300 1.3 1.4 -0.3 -0.58
C -2.202 -1.755 1.499 -1.4 -1.0 0.2 -0.21
C -3.364 -2.562 1.554 0.5 0.5 -0.4 -0.32
H -4.241 -2.402 -1.754 0.0 -0.1 0.3 0.22
H -2.180 -1.012 -1.821 -0.1 0.0 0.1 0.19
H -1.644 -1.580 2.424 -0.1 -0.1 -0.2 0.22
H -3.697 -3.006 2.482 -0.1 -0.1 0.0 0.22
```
Forces are in eV/Å.

E_tot	-3119.4780	Eh
orbital gap	7.565	eV
energy relative to the best compared isomer or geometry (same formula, charge and spin)	0.000	eV
largest force on an atom	2.8	eV/Å
LUMO energy	0.00680	hartree

- The highest E_tot belongs to which entry?
  C6H14N3O3